Record 1
Below is C5H11ClNSTiTm as an isolated structure in a non-equilibrium geometry, with properties calculated with ωB97M-V/def2-TZVPD.

Computed properties:
**HOMO (alpha / beta)**: -0.802 / -4.778 eV
**LUMO (alpha / beta)**: 2.455 / 2.421 eV
**2S+1**: 4
**Net charge**: -1

XYZ file:
```
21
Properties=species:S:1:pos:R:3:forces:R:3:mulliken_charge:R:1
Tm 0.099949 0.295844 1.933849 -0.43 -1.35 -0.73 0.26
Ti 0.403954 0.064952 -1.451978 -0.70 0.84 1.56 0.53
Cl 0.994055 -1.564046 0.005967 0.40 -0.42 -0.10 -0.31
S 1.626358 -1.256040 3.605725 0.41 -1.08 -0.79 -0.38
N 0.576871 1.308773 3.902029 0.40 0.12 0.43 -0.44
C 2.064083 1.098911 -2.009305 0.40 0.30 -0.19 -1.01
C -0.632122 1.232922 -0.236243 0.28 0.06 -1.35 -0.90
C -1.809214 -0.963541 2.358807 -0.25 0.06 0.08 -1.06
C -0.584867 -0.869349 -2.988921 -0.43 -0.06 -0.38 -1.06
C 1.134133 0.228962 3.995704 -0.32 1.94 1.71 0.28
H 2.111784 1.961307 -1.315098 0.12 -0.30 -0.36 0.28
H -0.165510 -1.885873 -3.082730 -0.17 0.30 -0.05 0.26
H -1.656656 -0.935728 -2.736458 0.26 -0.04 -0.27 0.32
H 1.956756 1.448665 -3.052767 0.21 -0.04 0.36 0.32
H -2.692032 -0.568207 1.835128 -0.03 -0.06 0.06 0.27
H -0.547913 2.291187 0.091961 -0.07 -0.48 -0.35 0.39
H 2.953781 0.457719 -1.888414 -0.19 0.31 -0.14 0.27
H -2.041258 -0.991650 3.430111 -0.06 0.00 0.02 0.28
H -1.681257 0.961889 -0.505578 0.31 0.11 0.36 0.17
H -1.668920 -2.004173 2.039352 0.00 0.01 -0.04 0.20
H -0.441982 -0.312526 -3.931132 -0.16 -0.24 0.18 0.33
```
Forces are in eV/Å.


Record 2
Below is C14H38CdCl4N3O4 as an isolated structure in a non-equilibrium geometry, with properties calculated with ωB97M-V/def2-TZVPD.

Computed properties:
**HOMO**: -11.708 eV
**LUMO**: -3.822 eV
**Net charge**: +1

XYZ file:
```
64
Properties=species:S:1:pos:R:3:forces:R:3:mulliken_charge:R:1
Cd 1.965109 -1.095132 1.276850 1.22 0.85 -0.13 0.38
Cl -0.846861 1.576989 -4.194960 0.45 -0.21 0.17 -0.14
Cl -3.154571 -3.097456 -1.388900 -0.37 -0.22 0.45 -0.15
Cl -2.322427 -1.820493 -3.857915 0.22 -0.24 -0.01 -0.11
Cl 1.175450 -0.491856 -4.865637 -0.25 0.29 0.59 -0.17
O 0.876412 -0.728964 -0.364042 -1.47 -0.04 -2.53 -0.69
O -3.494746 1.418216 -1.429209 1.64 0.85 1.72 -0.34
O 0.032911 -1.121659 2.442967 0.39 -0.51 0.49 0.11
O 3.382712 3.192518 -1.050152 -0.30 0.65 0.14 -0.41
N 1.820782 1.042343 1.596072 0.16 0.29 0.59 -0.04
N -0.627434 1.573223 0.111530 -0.02 0.63 0.22 -0.16
N 1.472799 -3.136418 0.913529 1.21 -1.07 0.13 -0.44
C -2.832915 0.554644 -0.480605 -0.60 0.38 0.10 -0.58
C -0.446624 -0.338599 3.522064 -0.08 0.56 -0.14 -0.88
C -1.812272 -2.763962 -2.453513 0.45 0.18 -0.21 1.27
C 3.826271 2.252722 1.776394 1.50 1.22 0.54 -1.66
C -4.492739 0.833753 -2.195715 -0.29 -1.36 0.32 -0.51
C 0.394325 0.450065 -3.550130 -0.45 0.18 -0.66 1.58
C -2.538941 2.547920 1.152808 -1.41 0.94 1.08 -1.73
C -0.358011 -4.711300 1.130925 -0.27 -0.55 1.62 -1.64
C -0.233529 -2.492942 2.606704 -0.85 -1.43 -0.96 -0.70
C 2.782506 2.101474 -0.456891 -1.26 -0.62 0.74 -0.28
C 0.084032 -3.246796 1.274666 -2.36 -0.22 -0.10 1.10
C 2.501166 2.204891 1.077117 2.94 1.12 -1.02 0.47
C 3.742237 3.038007 -2.432657 1.27 0.77 0.69 -0.70
C -1.963868 1.279330 0.611683 -0.14 -0.34 -1.43 1.06
H 3.598223 4.018976 -2.885506 -0.34 -0.24 -0.19 0.26
H 1.947418 3.097032 1.369586 -0.25 0.07 -0.45 0.34
H 4.821704 2.887552 -2.417698 0.17 -0.21 -0.28 0.31
H 4.486086 3.017473 1.366657 -0.14 0.08 -0.41 0.41
H -0.169287 -0.225478 -2.906629 0.47 0.10 -0.06 -0.78
H 0.305652 -2.979097 3.419749 0.11 0.30 0.44 0.27
H -0.534361 -2.716872 0.550191 0.43 0.34 -0.25 -0.31
H 0.107711 -0.505902 4.445547 0.29 0.14 -0.06 0.24
H -5.052615 1.552790 -2.793738 0.53 0.17 0.00 0.26
H -0.796857 1.995989 -0.789951 0.42 0.49 -0.25 0.32
H 3.779038 2.576501 2.816125 -0.37 -0.32 0.29 0.46
H 0.872511 1.275015 1.337708 -1.21 -0.48 0.01 0.16
H -1.091387 -2.166130 -1.895832 -0.09 -0.07 -0.13 -1.21
H -0.358249 0.668161 3.113748 -0.13 0.17 0.70 0.29
H -1.309219 -2.492065 2.782775 -0.09 -0.91 0.15 0.44
H -0.074436 -5.264563 0.235613 0.01 0.79 -0.52 0.41
H 1.986470 -3.879478 1.365314 0.18 -0.26 0.46 0.29
H -3.532992 -0.093378 0.046715 -0.71 0.18 0.05 0.61
H 3.324134 2.227072 -3.029042 -0.63 0.00 0.44 0.28
H -2.341930 3.482989 0.628471 0.35 -0.39 -0.51 0.35
H 1.521839 -3.409017 -0.057751 0.33 0.51 -0.50 0.34
H 4.423818 1.342462 1.726810 -0.29 -0.36 -0.10 0.31
H -3.624460 2.530808 1.250041 -0.18 -0.31 -0.21 0.43
H 0.243515 -1.177093 -0.958302 0.88 0.34 0.64 -0.44
H -5.209664 0.348577 -1.533351 -0.35 -0.13 0.11 0.33
H -1.429382 -4.842584 1.282673 -0.05 0.20 -0.20 0.36
H -0.082323 0.741215 -0.063710 -0.16 -0.75 -0.47 -0.02
H 1.158323 1.040900 -3.044845 -0.22 -0.30 0.00 -0.52
H -1.491555 -0.553886 3.745363 -0.14 -0.05 -0.24 0.35
H -1.352743 -3.704344 -2.757842 -0.19 0.18 -0.15 0.42
H -1.864971 0.550340 1.415976 -0.10 -0.13 0.04 -0.35
H 3.447691 1.242705 -0.547113 -0.19 -0.64 -0.26 0.23
H 0.094462 -5.339894 1.897880 0.15 0.08 0.44 0.47
H -4.040794 0.036054 -2.785232 -0.27 0.06 -0.54 0.06
H -2.225719 2.740414 2.178929 0.43 -0.13 0.08 0.37
H 1.938456 1.182663 2.589336 -0.41 -0.12 0.45 0.36
H 1.792286 1.946542 -0.885322 0.02 -0.55 -0.49 0.14
H -2.198163 -0.172964 -0.986328 0.41 0.03 -0.44 0.09
```
Forces are in eV/Å.


Record 3
Below is a 2-piece molecular cluster, C3H11N3 overall in a non-equilibrium geometry, with properties calculated with ωB97M-V/def2-TZVPD.

Computed properties:
**HOMO**: -9.036 eV
**LUMO**: 0.840 eV
**SMILES string**: [H]/N=C/N.CCN

XYZ file:
```
17
Properties=species:S:1:pos:R:3:forces:R:3:mulliken_charge:R:1
N 2.269200 0.921240 -0.066692 -2.77 -2.06 1.57 -0.43
N -2.132707 -1.164544 0.553168 1.29 -1.21 2.45 -0.61
N 4.228173 0.068046 0.513932 0.69 -0.41 -0.21 -0.65
C -3.795001 -0.393384 -1.101346 -0.49 1.86 1.57 -1.04
C -3.262097 -0.209609 0.323902 2.14 -0.17 -0.84 -0.28
C 3.620595 0.893075 -0.245457 -0.32 -1.24 1.85 0.12
H -3.039191 -0.078409 -1.781515 0.28 0.63 -0.74 0.31
H -4.056525 -0.284588 1.033344 -0.45 0.13 0.72 0.31
H 3.961444 1.591175 -1.002708 0.41 0.00 -0.12 0.32
H 1.686781 1.689961 -0.207877 -0.27 1.70 -0.95 0.19
H -2.765374 0.775931 0.320354 -0.63 -0.16 0.48 0.25
H -2.463057 -2.100073 0.885240 -0.05 1.03 -0.80 0.21
H -4.765962 0.134241 -1.165419 0.66 0.11 -0.40 0.30
H -3.988567 -1.372675 -1.336925 -0.50 -2.64 -0.29 0.34
H 5.218447 -0.170339 0.421367 -0.43 0.81 -0.55 0.21
H 1.686260 0.278289 0.601553 2.69 1.19 -1.60 0.25
H -1.407909 -0.977203 1.367136 -2.24 0.42 -2.14 0.22
```
Forces are in eV/Å.


Record 4
Below is C6H7N in the gas phase in a non-equilibrium geometry, with properties calculated with ωB97M-V/def2-TZVPD.

Computed properties:
**HOMO**: -10.338 eV
**LUMO**: 0.817 eV
**SMILES string**: C#C[C@@H](C)CC#N

XYZ file:
```
14
Properties=species:S:1:pos:R:3:forces:R:3:mulliken_charge:R:1
N -3.116674 -0.582548 -0.229569 -2.73 0.50 0.38 -0.42
C 1.468421 -0.292924 0.081360 -1.54 0.80 1.87 -1.17
C -2.018354 -0.786620 -0.385223 0.11 -0.18 0.04 0.18
C -0.174289 1.435170 0.504054 -0.63 0.66 -0.35 -1.42
C -0.646041 -0.978884 -0.545523 1.32 1.03 0.96 -0.64
C 0.184175 -0.016432 0.531110 -2.84 -1.82 -1.36 0.44
C 2.565749 -0.399142 -0.268734 4.19 -0.82 -1.75 0.42
H -0.061433 -0.462226 1.491418 0.21 -0.02 0.19 0.25
H -0.415441 -2.013927 -0.370698 0.37 -0.41 0.32 0.38
H 0.135451 1.921080 -0.409266 0.21 -0.01 -0.39 0.34
H -1.241498 1.586284 0.579095 -0.43 -0.13 0.08 0.40
H -0.432932 -0.798554 -1.586194 0.63 0.46 -0.29 0.34
H 0.259959 1.999980 1.311989 0.39 -0.06 0.42 0.38
H 3.492909 -0.611256 -0.703821 0.73 -0.01 -0.14 0.53
```
Forces are in eV/Å.


Record 5
Below is C5H3N2O4S3SbW as an isolated structure in a non-equilibrium geometry, with properties calculated with ωB97M-V/def2-TZVPD.

Computed properties:
**HOMO (alpha / beta)**: -20.330 / -20.330 eV
**LUMO (alpha / beta)**: -13.510 / -14.026 eV
**2S+1**: 2
**Net charge**: +3

XYZ file:
```
19
Properties=species:S:1:pos:R:3:forces:R:3:mulliken_charge:R:1
W 2.314564 0.506928 -0.126705 -1.05 -0.42 1.20 1.53
Sb 5.288943 1.254128 -1.485407 0.02 0.14 -0.23 0.98
S 3.312119 -0.863016 -1.388375 0.46 -0.27 -0.37 -0.12
S 3.642441 2.257350 0.142750 0.26 0.23 0.05 -0.16
S 4.619538 2.610152 -3.243002 0.05 -0.09 0.09 0.06
O 2.024081 -0.253134 1.403022 0.75 0.68 -1.12 -0.57
O 0.249177 -1.366939 2.793999 0.32 -0.03 0.11 0.01
O -2.131762 -2.257822 1.813039 -0.21 0.09 0.14 -0.44
O -4.017645 -1.317353 1.118530 -0.48 0.08 0.08 -0.39
N 0.159291 0.426354 -0.298170 0.26 0.03 -0.02 -0.42
N -0.813892 0.737032 -1.170880 0.12 0.07 -0.07 0.00
C -1.819546 -0.502900 0.360128 0.00 0.05 0.32 0.35
C -2.726372 -1.424487 1.199385 0.77 -0.12 -0.51 0.74
C 0.251779 -0.857602 1.799682 -1.36 -0.27 0.17 0.74
C -0.468915 -0.338051 0.639590 0.05 -0.01 0.09 0.09
C -1.990439 0.224014 -0.822571 -0.09 -0.10 0.00 -0.44
H -2.869616 0.375533 -1.435756 0.02 0.05 -0.01 0.48
H -0.635863 1.325599 -1.980339 0.04 -0.04 0.02 0.23
H -4.387883 -0.535785 0.681082 0.06 -0.05 0.06 0.34
```
Forces are in eV/Å.


Record 6
Below is C3H5MgO3Tm as an isolated structure in a non-equilibrium geometry, with properties calculated with ωB97M-V/def2-TZVPD.

Computed properties:
**HOMO (alpha / beta)**: -11.131 / -11.164 eV
**LUMO (alpha / beta)**: -5.056 / -5.585 eV
**2S+1**: 4
**Net charge**: +1

XYZ file:
```
13
Properties=species:S:1:pos:R:3:forces:R:3:mulliken_charge:R:1
Tm 1.148383 0.769074 -1.060856 -1.88 -1.86 1.73 1.74
Mg 4.564685 0.299714 0.508336 0.10 -0.18 0.18 0.41
O -1.278762 -0.828326 -0.666033 0.35 -0.02 -0.70 -0.37
O -0.485507 1.985763 -0.648415 2.07 -0.56 -0.94 -0.74
O 2.746181 -0.222406 0.168251 -1.98 -2.99 1.41 -0.57
C -2.012808 0.207631 -0.139446 0.43 0.78 0.89 -0.28
C -1.623833 1.502737 -0.169775 -1.90 -0.91 1.21 0.10
C -0.053157 -1.241555 -0.001416 0.06 1.66 -1.11 -1.02
H -0.204229 -1.229504 1.094525 0.21 -0.37 -0.47 0.37
H -2.309696 2.218174 0.310452 0.39 -0.18 -0.31 0.32
H 2.200479 -1.149750 0.615872 2.15 4.19 -2.06 0.34
H 0.179294 -2.209826 -0.474287 -0.03 0.20 0.69 0.33
H -2.871036 -0.101729 0.462796 0.02 0.23 -0.52 0.37
```
Forces are in eV/Å.